A 7-piece molecular cluster, C42H94N4O7 overall, computed with wB97M-V/def2-TZVPD.

Geometry as XYZ:
```
147
Properties=species:S:1:pos:R:3:lowdin_charge:R:1
O 0.62499 -1.94615 0.87700 -0.05
H 0.49962 -1.04318 0.58518 0.03
H 1.16081 -2.34729 0.19273 0.02
C 1.32799 -8.09243 -3.03369 -0.02
C 2.50734 -7.42907 -2.13288 -0.41
C 3.61315 -8.55445 -2.09771 -0.15
C 4.99828 -8.01608 -1.73087 -0.19
C 5.37263 -6.86797 -2.64613 -0.16
C 4.39081 -5.69393 -2.67547 -0.46
N 2.97435 -6.21102 -2.90355 -0.15
O 2.08958 -5.19608 -2.98532 -0.02
C 4.38335 -4.96720 -1.31098 -0.04
C 4.96552 -4.70275 -3.77510 -0.02
C 2.15723 -7.19357 -0.62152 -0.03
H 0.44989 -7.52394 -2.72730 0.07
H 1.09670 -9.08840 -2.65599 0.07
H 1.57261 -8.10413 -4.09582 0.08
H 3.51819 -9.15916 -1.19582 0.11
H 3.63495 -9.24962 -2.93698 0.11
H 5.75759 -8.79170 -1.63109 0.11
H 4.95008 -7.59722 -0.72572 0.09
H 5.53603 -7.18457 -3.67625 0.12
H 6.25705 -6.42687 -2.18640 0.12
H 4.16651 -5.48680 -0.37766 0.06
H 5.36679 -4.52601 -1.14880 0.08
H 3.60382 -4.21546 -1.43472 0.08
H 5.09749 -5.18771 -4.74231 0.08
H 4.26438 -3.86876 -3.80607 0.07
H 5.97396 -4.36757 -3.53263 0.08
H 3.06988 -7.06975 -0.03855 0.05
H 1.66736 -7.93699 0.00732 0.09
H 1.64229 -6.24108 -0.74682 0.08
H 1.58739 -5.48430 -3.75104 0.11
C 4.77914 4.05866 2.82010 -0.05
C 4.57569 4.05298 1.31159 -0.49
C 3.29175 4.89478 1.09936 -0.13
C 3.44855 6.41225 1.05824 -0.21
C 4.58728 6.82528 0.14671 -0.13
C 5.95254 5.99482 0.47416 -0.42
N 5.75993 4.54270 0.55450 -0.11
O 6.98247 3.92073 0.81366 0.00
C 6.97359 6.35001 -0.68485 -0.03
C 6.52136 6.70108 1.81180 -0.03
C 4.23571 2.61414 0.93101 -0.04
H 3.83692 3.95899 3.35899 0.09
H 5.08741 4.98170 3.31109 0.07
H 5.58734 3.36854 3.06224 0.09
H 2.69023 4.52713 0.26804 0.12
H 2.65112 4.81549 1.97766 0.11
H 3.65179 6.84529 2.03766 0.10
H 2.54324 6.94857 0.77384 0.11
H 4.56908 7.90115 0.32069 0.11
H 4.29328 6.70852 -0.89637 0.11
H 7.20960 7.41316 -0.63887 0.08
H 7.84774 5.74241 -0.45081 0.07
H 6.56885 5.93652 -1.60860 0.08
H 7.30068 6.11431 2.29805 0.06
H 6.99600 7.67621 1.70254 0.08
H 5.71965 6.78720 2.54525 0.05
H 4.94696 1.79158 0.85596 0.08
H 4.06333 2.68377 -0.14302 0.08
H 3.35835 2.26400 1.47482 0.09
H 7.26778 4.33486 1.63140 0.07
C -0.26684 4.74306 -4.33064 -0.03
C -1.62485 4.30498 -4.86748 -0.49
C -1.71207 4.00312 -6.42467 -0.12
C -0.95487 2.73889 -6.85938 -0.21
C -1.42726 1.50563 -6.09577 -0.16
C -1.57196 1.75535 -4.54859 -0.45
N -2.17908 3.08989 -4.27654 -0.14
O -2.46338 3.33871 -2.99382 -0.01
C -2.44697 0.60053 -4.06638 -0.04
C -0.10672 1.53698 -4.02591 -0.03
C -2.59430 5.51429 -4.77500 -0.05
H 0.54426 4.25121 -4.86759 0.07
H -0.31920 4.64805 -3.24606 0.09
H -0.06196 5.79212 -4.54418 0.08
H -2.73872 3.68241 -6.60136 0.12
H -1.22266 4.71032 -7.09434 0.12
H 0.12003 2.83097 -6.70373 0.10
H -1.10767 2.52175 -7.91655 0.11
H -0.75504 0.69928 -6.38906 0.12
H -2.35316 1.21415 -6.59159 0.11
H -3.43438 0.49233 -4.51518 0.09
H -1.94048 -0.32680 -4.33401 0.08
H -2.30547 0.60400 -2.98561 0.08
H 0.15084 0.48273 -4.12748 0.08
H 0.72026 2.06319 -4.50267 0.07
H -0.09841 1.71119 -2.94995 0.08
H -2.78674 5.84954 -3.75585 0.07
H -3.56783 5.11798 -5.06356 0.08
H -2.34354 6.39796 -5.36181 0.09
H -3.41115 3.46884 -2.91385 0.11
C -6.14094 1.43531 0.94253 -0.06
C -5.86878 2.00156 2.31754 -0.48
C -4.43421 1.80290 2.66419 -0.13
C -3.96576 2.75295 3.82033 -0.21
C -4.20293 4.20231 3.58816 -0.16
C -5.72746 4.52674 3.25117 -0.43
N -6.21345 3.49380 2.27928 -0.12
O -7.44531 3.80946 1.75067 -0.01
C -6.65209 4.79137 4.59727 -0.01
C -5.57201 5.87256 2.62916 -0.09
C -6.75079 1.25460 3.40411 -0.01
H -7.19294 1.35494 0.66878 0.08
H -5.71773 0.43482 0.85308 0.09
H -5.70966 1.89610 0.05384 0.08
H -4.25530 0.84220 3.14704 0.12
H -3.80109 1.97936 1.79463 0.12
H -2.90239 2.68575 4.05018 0.11
H -4.35393 2.46153 4.79630 0.10
H -3.50710 4.54229 2.82114 0.12
H -3.90782 4.57501 4.56903 0.12
H -6.18477 5.45157 5.32792 0.07
H -7.58679 5.25384 4.28016 0.06
H -6.99397 3.93400 5.17705 0.06
H -5.07823 5.78637 1.66125 0.09
H -6.56894 6.23011 2.37148 0.08
H -5.00870 6.56846 3.25086 0.09
H -7.74103 1.69933 3.50283 0.07
H -6.34299 1.32471 4.41251 0.07
H -7.05110 0.29121 2.99206 0.07
H -7.16085 4.14446 0.89717 0.10
C 1.56913 -5.67888 8.00971 -0.05
C 0.63901 -6.23204 6.90323 -0.51
C 0.84590 -5.56467 5.46137 -0.05
O 0.60678 -7.59656 6.87089 -0.03
H 1.18717 -4.69750 8.29099 0.08
H 2.58356 -5.61099 7.61673 0.07
H 1.47628 -6.36456 8.85192 0.08
H -0.33775 -5.86782 7.22165 0.12
H 0.00053 -5.67276 4.78185 0.06
H 1.71608 -5.96941 4.94458 0.07
H 1.00424 -4.48632 5.44759 0.06
H -0.18879 -7.92647 6.44683 0.10
C -4.14209 -4.89878 0.30317 -0.04
C -5.14580 -5.30275 1.41116 -0.55
C -5.97013 -6.51798 1.02986 -0.07
O -4.46685 -5.52251 2.57337 -0.03
H -3.50384 -4.05637 0.56979 0.08
H -4.75695 -4.53092 -0.51826 0.07
H -3.62660 -5.78387 -0.06965 0.08
H -5.96994 -4.62167 1.62334 0.13
H -5.38031 -7.36629 0.68263 0.07
H -6.65275 -6.23180 0.22972 0.08
H -6.47969 -7.03495 1.84301 0.08
H -4.28477 -4.60173 2.77491 0.09
```

Computed properties:
spin multiplicity	1
energy relative to the best compared isomer or geometry (same formula, charge and spin)	836.67	kJ/mol
energy	-2401.94571	hartree
orbital gap	8.120	eV
HOMO energy	-0.2976	Ha